No. 1
Molecular formula: C3H7ClNO2S
Method: DFT, ωB97M-V with the def2-TZVPD basis set

```
15
Properties=species:S:1:pos:R:3:forces:R:3
C -1.72468 0.39123 -0.02990 -1.34 1.90 -0.43
C 1.12609 0.66440 -0.88576 2.01 -0.21 0.27
C 0.65049 -1.51621 0.00772 -2.90 -1.61 2.04
N 0.79395 -0.14308 0.27072 0.49 1.30 0.38
O -0.88074 -0.31124 2.28046 0.54 -1.56 2.19
O 1.34987 1.99655 -0.39315 -0.85 -0.58 -0.84
S -0.51386 0.59029 1.21760 -0.42 0.85 -2.57
Cl -3.18519 -0.51969 0.66467 0.32 0.60 -0.55
H -2.03114 1.49723 -0.28424 -0.01 -1.95 0.53
H 2.09071 0.25770 -1.35854 -1.12 0.62 0.75
H 0.37455 0.68407 -1.68257 -0.34 -0.16 0.17
H 0.44586 2.12094 -0.03647 0.81 0.99 0.18
H -0.24830 -1.94933 0.62083 0.76 1.10 -1.12
H 0.37392 -1.75744 -1.02556 0.84 -0.35 0.14
H 1.37847 -2.00542 0.63419 1.20 -0.94 -1.12
```
Positions in Å, forces in eV/Å.

HOMO-LUMO gap = 6.57 eV
total charge = -1
electronic energy = -1182.032611 a.u.
energy relative to the best compared isomer or geometry (same formula, charge and spin) = 3.1309 eV

---

No. 2
Molecular formula: C6H8N2
Method: DFT, ωB97M-V with the def2-TZVPD basis set

```
16
Properties=species:S:1:pos:R:3:forces:R:3
C 0.70989 -1.33439 -1.15048 0.10 0.43 -0.31
C -0.19295 -0.38738 -0.42693 -0.60 -0.44 1.85
C -1.57713 -0.53483 -0.46269 0.75 -0.66 0.60
N -2.41671 0.12740 0.31981 -0.18 0.66 0.28
C -1.85719 1.00542 1.15303 -0.79 -0.54 -0.27
N -0.57665 1.24865 1.30470 1.23 -0.50 -0.12
C 0.29702 0.51923 0.57209 -2.92 -0.11 0.24
C 1.69722 0.92293 0.60832 -1.21 -0.22 -3.60
H 1.44593 -1.78210 -0.48206 -0.04 -0.03 0.01
H 0.13701 -2.12654 -1.62772 0.00 -0.02 -0.02
H 1.26219 -0.80025 -1.92651 0.16 -0.10 -0.13
H -2.01373 -1.36982 -1.00210 0.00 0.23 -0.49
H -2.52859 1.52322 1.82852 -0.06 0.15 -0.11
H 2.40276 0.10269 0.67860 0.19 0.17 -0.07
H 1.86706 1.80848 1.20585 0.15 0.00 -0.21
H 1.34386 1.07731 -0.59243 3.22 0.97 2.35
```
Positions in Å, forces in eV/Å.

HOMO-LUMO gap = 10.02 eV
total charge = 0
electronic energy = -342.891845 a.u.
SMILES = Cc1cncnc1C
energy relative to the best compared isomer or geometry (same formula, charge and spin) = 1.1452 eV

---

No. 3
Molecular formula: C3H5NS
Method: DFT, ωB97M-V with the def2-TZVPD basis set

```
10
Properties=species:S:1:pos:R:3:forces:R:3
C -0.74934 -0.62734 0.09000 1.91 -1.14 -2.33
C 0.28592 -1.40863 -0.16437 3.24 1.18 1.59
S 1.93910 -0.15190 0.02003 -2.76 -1.46 -0.14
N 0.86953 1.15759 -0.24400 0.10 0.72 -1.48
C -0.49158 0.80995 0.26577 2.27 -0.46 -0.02
H -1.71518 -0.96189 -0.00627 -2.28 -0.90 0.32
H 0.62672 -2.44083 0.00652 -0.98 0.47 -0.64
H 0.97682 1.40729 -1.28995 -1.12 -0.57 2.29
H -1.25214 1.47549 -0.01338 -0.88 0.93 -0.76
H -0.48986 0.74027 1.33565 0.51 1.23 1.18
```
Positions in Å, forces in eV/Å.

HOMO-LUMO gap = 9.05 eV
total charge = 0
electronic energy = -570.159865 a.u.
SMILES = C1=CSNC1
energy relative to the best compared isomer or geometry (same formula, charge and spin) = 2.0322 eV

---

No. 4
Molecular formula: C2H4FZn
Method: DFT, ωB97M-V with the def2-TZVPD basis set

```
8
Properties=species:S:1:pos:R:3:forces:R:3
C -0.18142 0.13577 -0.57716 -1.31 0.90 0.81
C 0.01765 1.03372 0.73102 5.56 -5.19 -0.93
F 0.39913 0.20760 1.80688 -2.33 3.00 -2.45
H 0.78014 0.21589 -1.19150 -1.00 0.67 0.79
H -0.28594 -0.94970 -0.20285 -0.22 1.79 -0.38
H -1.05809 0.45681 -1.22910 1.03 -0.74 0.82
H 0.89066 1.74492 0.55901 -1.71 0.46 1.15
Zn -0.56212 -2.84501 0.10369 -0.03 -0.90 0.18
```
Positions in Å, forces in eV/Å.

HOMO-LUMO gap = 4.24 eV
total charge = +1
electronic energy = -1957.316015 a.u.
energy relative to the best compared isomer or geometry (same formula, charge and spin) = 0.0000 eV